No. 1
Formula: C31H30ClIN4O2PPd
Source: the Open Molecules 2025 dataset
Level of theory: ωB97M-V with the def2-TZVPD basis set

Last column: Löwdin charge in e.
Geometry (Å):
Pd  0.4770  0.3894  -0.3759  0.313
Cl  3.5546  -0.7893  -0.7299  0.654
C  3.8795  -0.2687  0.9029  -0.660
C  5.1899  0.0659  1.2053  -0.124
C  5.5146  0.4683  2.4913  -0.099
C  4.5255  0.5236  3.4605  -0.093
C  3.2198  0.1834  3.1379  -0.080
C  2.8547  -0.2157  1.8506  -0.363
P  1.0975  -0.5616  1.3565  0.823
C  1.1194  -2.4058  1.5267  -0.355
C  -0.0465  -3.0762  1.1498  -0.109
C  -0.1376  -4.4558  1.2175  -0.094
C  0.9555  -5.2041  1.6405  -0.108
C  2.1252  -4.5553  2.0012  -0.094
C  2.2027  -3.1669  1.9539  -0.088
C  0.2393  -0.0977  2.9149  -0.367
C  -0.2103  1.2221  2.9943  -0.104
C  -0.8770  1.6757  4.1217  -0.086
C  -1.1303  0.8081  5.1775  -0.105
C  -0.7059  -0.5098  5.0999  -0.097
C  -0.0196  -0.9593  3.9772  -0.091
H  5.9405  0.0106  0.4289  0.096
H  6.5360  0.7375  2.7287  0.097
H  4.7642  0.8343  4.4700  0.097
H  2.4597  0.2360  3.9067  0.097
H  -0.8860  -2.4931  0.7844  0.077
H  -1.0557  -4.9513  0.9250  0.097
H  0.8943  -6.2847  1.6794  0.093
H  2.9866  -5.1265  2.3261  0.096
H  3.1206  -2.6773  2.2549  0.099
H  -0.0463  1.8839  2.1489  0.095
H  -1.2150  2.7036  4.1658  0.100
H  -1.6657  1.1568  6.0521  0.094
H  -0.9045  -1.1959  5.9146  0.095
H  0.3179  -1.9876  3.9343  0.101
I  3.1025  0.7722  -7.1784  0.800
C  2.2497  1.5967  -5.4604  -0.752
C  1.7764  0.7604  -4.4622  -0.155
C  1.2120  1.3278  -3.3289  -0.052
C  1.1140  2.7026  -3.1699  -0.120
C  1.5940  3.5184  -4.1895  -0.023
C  2.1617  2.9764  -5.3320  -0.161
C  0.4801  3.3416  -1.9247  -0.652
O  0.3831  4.5727  -1.9367  -0.011
O  0.0601  2.5534  -1.0260  -0.153
H  1.8456  -0.3151  -4.5573  0.090
H  0.8255  0.6959  -2.5361  0.055
H  1.5091  4.5892  -4.0589  0.113
H  2.5336  3.6209  -6.1179  0.084
C  -2.2477  0.9665  -2.4439  -0.170
N  -1.9938  0.0366  -1.3288  -0.119
C  -2.6545  -1.2303  -1.6280  -0.183
N  -4.1016  -1.0726  -1.8229  -0.091
C  -4.3041  -0.1196  -2.9204  -0.190
N  -3.6839  1.1774  -2.6623  -0.086
C  -4.2490  1.7182  -1.4249  -0.176
N  -4.0473  0.8207  -0.2835  -0.087
C  -2.6029  0.6137  -0.1195  -0.194
C  -4.6563  -0.4698  -0.6039  -0.188
H  -1.8107  0.5493  -3.3546  0.125
H  -1.7585  1.9108  -2.2139  0.107
H  -2.4785  -1.9247  -0.8028  0.107
H  -2.2184  -1.6524  -2.5365  0.125
H  -5.3787  0.0214  -3.0659  0.118
H  -3.8787  -0.5404  -3.8345  0.120
H  -5.3218  1.8785  -1.5637  0.118
H  -3.7710  2.6748  -1.2088  0.131
H  -2.4292  -0.0646  0.7193  0.113
H  -2.1095  1.5637  0.0911  0.111
H  -5.7324  -0.3333  -0.7399  0.117
H  -4.4931  -1.1539  0.2326  0.121

Calculated values
Frontier orbital gap (eV): 6.246
HOMO energy (hartree): -0.148
Lowest unoccupied orbital energy (eV): 2.23
Maximum force (eV/A): 1.26
Total energy (hartree): -2796.02176
Charge: -1

No. 2
Formula: C20H50ClN3O12
Source: the Open Molecules 2025 dataset
Level of theory: ωB97M-V with the def2-TZVPD basis set

Last column: Löwdin charge in e.
Geometry (Å):
C  16.2602  8.4058  7.6604  -0.111
O  15.4476  9.5215  7.6409  -0.209
C  15.9451  10.8016  7.3116  -0.151
C  14.8453  11.8211  7.8893  -0.014
N  14.3855  11.4312  9.3391  0.058
H  13.3882  11.5555  9.4398  0.025
H  14.5045  10.4292  9.2956  0.132
C  15.1466  12.0816  10.4135  -0.102
C  14.9736  11.3719  11.7399  -0.173
O  15.1128  9.9814  11.4100  -0.192
C  15.0590  9.2654  12.6357  -0.102
H  15.5547  7.5758  7.6972  0.094
H  16.9038  8.4115  8.5401  0.094
H  16.7083  8.0929  6.7173  0.094
H  15.9964  10.9526  6.2334  0.129
H  16.9533  10.9296  7.7058  0.117
H  13.9215  11.7198  7.3197  0.110
H  15.2658  12.8254  7.8386  0.125
H  14.8113  13.1144  10.5087  0.150
H  16.1643  12.0047  10.0307  0.134
H  13.9874  11.5261  12.1780  0.119
H  15.7421  11.6844  12.4469  0.137
H  14.6978  8.2705  12.3752  0.077
H  14.3230  9.6449  13.3445  0.067
H  16.0084  9.1765  13.1638  0.099
C  7.1721  9.5175  13.3800  -0.067
O  8.2953  10.1551  12.6964  -0.247
C  8.6135  11.4837  13.0646  -0.205
C  7.8928  12.5432  12.1643  -0.073
N  7.7040  12.2192  10.6998  0.076
H  7.6177  13.1300  10.2719  0.174
H  8.5528  11.7607  10.4007  0.075
C  6.4847  11.3876  10.2849  -0.091
C  6.3110  11.2214  8.7969  -0.159
O  5.6511  9.9649  8.4708  -0.180
C  6.4346  8.7844  8.6829  -0.092
H  6.2788  10.1054  13.1689  0.083
H  7.3419  9.4582  14.4550  0.088
H  6.9834  8.4963  13.0488  0.086
H  9.6933  11.6212  13.0068  0.071
H  8.3661  11.6518  14.1128  0.132
H  8.5068  13.4431  12.1984  0.115
H  6.8818  12.7229  12.5299  0.127
H  5.6879  11.9844  10.7288  0.128
H  6.3524  10.4547  10.8328  0.107
H  7.2886  11.2148  8.3148  0.128
H  5.6708  11.9922  8.3677  0.133
H  6.6837  8.6905  9.7399  0.059
H  7.3384  8.7836  8.0736  0.086
H  5.8886  7.8531  8.5324  0.090
C  9.8224  6.2182  8.9872  -0.071
O  10.5213  6.5254  10.2025  -0.210
C  10.5499  7.9804  10.4349  -0.152
C  11.6402  8.3809  11.4364  -0.061
N  11.5663  7.4089  12.6504  0.074
H  11.4447  6.4556  12.3397  0.149
H  12.4607  7.3925  13.1193  0.140
C  10.4327  7.7924  13.6680  -0.006
C  10.9423  9.1002  14.4742  -0.163
O  12.3274  9.2892  14.7223  -0.177
C  12.5934  10.2766  15.6670  -0.110
H  9.7701  5.1475  8.7901  0.088
H  10.4041  6.6362  8.1655  0.100
H  8.8020  6.6015  8.9924  0.080
H  9.5411  8.3093  10.6845  0.119
H  10.8141  8.4993  9.5135  0.115
H  11.5314  9.4043  11.7953  0.084
H  12.6921  8.3374  11.1540  0.117
H  10.3494  6.8853  14.2667  0.119
H  9.4737  7.8389  13.1521  0.108
H  10.3075  9.0880  15.3602  0.126
H  10.4382  9.9491  14.0123  0.091
H  13.6673  10.3682  15.8294  0.092
H  12.2831  10.2024  16.7093  0.096
H  12.2853  11.2777  15.3656  0.104
Cl  11.1906  11.9835  10.3983  -0.141
O  11.9263  10.4756  7.3425  0.039
C  11.0028  9.7949  6.6892  -0.904
O  9.8324  9.7331  7.0931  -0.080
O  11.1908  9.2126  5.5698  -0.091
H  11.3017  10.8034  7.9936  0.008
O  11.7897  13.9889  12.9720  0.016
C  11.0877  14.5681  13.9546  -0.930
O  9.8885  14.2717  14.0828  -0.074
O  11.5631  15.4424  14.6642  -0.029
H  11.1516  13.3390  12.6685  -0.018

Calculated values
Frontier orbital gap (eV): 5.587
HOMO energy (hartree): -0.229
Lowest unoccupied orbital energy (eV): -0.65
Maximum force (eV/A): 8.17
Total energy (hartree): -2319.11105
Charge: 0

No. 3
Formula: C4H6O2
Source: the Open Molecules 2025 dataset
Level of theory: ωB97M-V with the def2-TZVPD basis set

Last column: Löwdin charge in e.
Geometry (Å):
O  1.8022  0.0495  -0.9172  -0.161
C  0.7783  0.3543  0.4461  -0.028
C  -0.5602  0.9875  0.0769  -0.208
C  -1.0215  -0.3313  -0.5645  -0.035
C  -0.3351  -0.6573  0.7745  -0.210
O  -1.0301  0.4883  1.3911  -0.053
H  2.2334  -0.7980  -0.7167  0.056
H  1.8632  0.6097  0.4209  0.124
H  -0.7907  2.0185  -0.1926  0.148
H  -2.1058  -0.4829  -0.5699  0.119
H  -0.5263  -0.6445  -1.4845  0.106
H  -0.3074  -1.5939  1.3359  0.144

Calculated values
Frontier orbital gap (eV): 10.511
HOMO energy (hartree): -0.355
Lowest unoccupied orbital energy (eV): 0.85
Maximum force (eV/A): 3.24
Total energy (hartree): -306.27843
Charge: 0

No. 4
Formula: C35H49N2O6PPbS2Si
Source: the Open Molecules 2025 dataset
Level of theory: ωB97M-V with the def2-TZVPD basis set

Last column: Löwdin charge in e.
Geometry (Å):
Pb  -1.3297  0.6452  0.2975  1.333
O  -1.6092  -3.0938  -4.3117  0.098
C  -0.5295  -2.3318  -4.4738  -0.229
C  0.2732  -2.6353  -5.5779  0.017
C  1.4181  -1.9217  -5.8218  -0.019
C  1.8195  -0.8697  -4.9745  -0.053
C  1.0400  -0.5441  -3.9068  -0.008
C  -0.1588  -1.2476  -3.6273  -0.071
C  -0.9073  -0.8267  -2.4765  -0.382
O  -0.6304  0.2210  -1.8375  -0.170
N  -1.9638  -1.6620  -2.0904  0.067
N  -2.4666  -1.3586  -0.9218  -0.157
C  -3.4765  -2.1398  -0.5328  -0.910
S  -4.1518  -1.8774  1.0190  1.006
C  -5.5709  -2.9797  0.7481  -0.450
C  -5.1004  -4.1170  -0.1357  -0.455
S  -4.0992  -3.4181  -1.4829  1.052
H  -2.0627  -2.8348  -3.4905  0.051
H  -0.0345  -3.4517  -6.2164  0.134
H  2.0289  -2.1829  -6.6764  0.124
H  2.7416  -0.3400  -5.1691  0.112
H  1.3341  0.2375  -3.2213  0.099
H  -6.3667  -2.3986  0.2849  0.094
H  -5.9014  -3.3378  1.7214  0.099
H  -5.9398  -4.6424  -0.5884  0.098
H  -4.4798  -4.8289  0.4065  0.093
C  -0.8813  4.3346  1.2258  -0.196
P  -0.5261  3.5383  -0.3463  1.012
C  -1.6235  4.0550  -1.6301  -0.365
C  -3.0022  3.8907  -1.4411  -0.091
C  -3.8803  4.3333  -2.4112  -0.046
C  -3.3887  4.9275  -3.5709  -0.027
C  -2.0218  5.0822  -3.7641  -0.037
C  -1.1294  4.6439  -2.8013  -0.056
C  1.1676  3.5835  -0.7925  -0.373
C  2.1099  4.2281  0.0204  -0.068
C  3.4314  4.2680  -0.3789  -0.049
C  3.8199  3.6473  -1.5616  -0.019
C  2.8899  2.9828  -2.3574  -0.038
C  1.5635  2.9434  -1.9794  -0.091
H  -0.6306  5.3959  1.1715  0.081
H  -0.3112  3.8537  2.0210  0.058
H  -1.9474  4.2418  1.4332  0.062
H  -3.3843  3.4238  -0.5397  0.101
H  -4.9463  4.2188  -2.2697  0.120
H  -4.0795  5.2754  -4.3274  0.124
H  -1.6500  5.5542  -4.6634  0.123
H  -0.0664  4.7785  -2.9451  0.109
H  1.8138  4.7103  0.9429  0.113
H  4.1618  4.7799  0.2326  0.126
H  4.8582  3.6769  -1.8648  0.125
H  3.2061  2.4995  -3.2723  0.118
H  0.8326  2.4242  -2.5873  0.099
C  -2.2701  -0.5522  3.9426  -0.038
C  -0.7678  -0.5034  4.1914  -0.636
C  -0.2478  0.9288  4.0855  -0.029
C  -0.4438  -1.0702  5.5636  -0.011
O  -0.1573  -1.3698  3.2269  -0.094
Si  0.9894  -1.1759  2.0860  0.021
O  0.4213  -0.2068  0.8751  -0.457
O  1.4076  -2.6461  1.5482  -0.071
C  0.7363  -3.6230  0.7511  -0.627
C  1.4432  -4.9480  0.9858  -0.013
C  -0.7205  -3.7175  1.1818  -0.029
C  0.8558  -3.2013  -0.7100  -0.012
O  2.2919  -0.4885  2.7609  -0.084
C  3.5015  0.0296  2.1714  -0.627
C  3.9073  -0.7835  0.9501  -0.025
C  4.5617  -0.0585  3.2542  -0.018
C  3.2475  1.4801  1.7825  -0.031
H  -2.8140  0.0331  4.6860  0.099
H  -2.6222  -1.5834  3.9800  0.088
H  -2.5146  -0.1453  2.9524  0.019
H  -0.7155  1.5511  4.8507  0.101
H  -0.4763  1.3606  3.1028  0.039
H  0.8333  0.9564  4.2196  0.087
H  -0.9290  -0.4911  6.3510  0.096
H  0.6341  -1.0507  5.7266  0.099
H  -0.7828  -2.1039  5.6274  0.096
H  1.3571  -5.2410  2.0329  0.096
H  2.5008  -4.8525  0.7405  0.093
H  1.0109  -5.7329  0.3634  0.095
H  -0.7886  -3.9676  2.2410  0.101
H  -1.2400  -4.4833  0.5993  0.095
H  -1.2277  -2.7592  1.0300  0.042
H  1.9047  -3.1921  -1.0095  0.100
H  0.4657  -2.1851  -0.8277  0.054
H  0.3141  -3.8841  -1.3676  0.097
H  4.0308  -1.8340  1.2111  0.095
H  4.8541  -0.4089  0.5577  0.096
H  3.1536  -0.7059  0.1607  0.078
H  4.7188  -1.0984  3.5405  0.097
H  4.2459  0.4996  4.1367  0.092
H  5.5087  0.3525  2.9010  0.094
H  2.4739  1.5326  1.0102  0.063
H  4.1625  1.9315  1.3943  0.089
H  2.9234  2.0533  2.6551  0.093

Calculated values
Frontier orbital gap (alpha / beta) (eV): 5.584 / 4.895
HOMO energy (alpha / beta) (hartree): -0.495 / -0.494
Lowest unoccupied orbital energy (alpha / beta) (eV): -7.87 / -8.56
Maximum force (eV/A): 0.36
Total energy (hartree): -3543.78912
Charge: +2